Entry 1:
Formula: H3INP
Source: the OMol25 dataset
Level of theory: ωB97M-V with the def2-TZVPD basis set

Results
**Largest force on an atom**: 2.667 eV/Å
**Multiplicity**: 1
**Orbital gap (spin up / spin down)**: 0.2779 / 0.2573 hartree
**ΔE to the lowest compared entry with this formula, charge and spin**: 386.7 kJ/mol
**HOMO (spin up / spin down)**: -0.3276 / -0.3096 hartree
**LUMO level (spin up / spin down)**: -1.4 / -1.4 eV

Each line ends with the natural charge from an NBO analysis.
Atoms and positions in Å:
N: -0.67 -0.95 -0.01  -0.861
P: 1.46 0.49 -0.19  0.287
I: -2.28 0.22 0.12  0.294
H: -0.75 -1.26 -0.94  0.324
H: 0.41 1.44 -0.10  -0.026
H: 1.83 0.07 1.12  -0.018



Entry 2:
Formula: C41H68As3ClN5O11P2SZr
Source: the OMol25 dataset
Level of theory: ωB97M-V with the def2-TZVPD basis set

Results
**Largest force on an atom**: 1.047 eV/Å
**Multiplicity**: 1
**Orbital gap**: 0.2785 hartree
**ΔE to the lowest compared entry with this formula, charge and spin**: 135.9 kJ/mol
**Total charge**: +1
**HOMO**: -0.3701 hartree
**LUMO level**: -2.5 eV

Each line ends with the Löwdin charge.
Atoms and positions in Å:
Zr: -0.08 0.63 0.62  1.473
C: -0.58 2.31 -5.59  -0.023
C: -1.05 2.85 -4.26  -0.397
C: -0.47 4.19 -3.90  -0.016
O: -0.60 1.90 -3.21  -0.168
P: -1.58 0.96 -2.45  0.482
O: -0.83 0.22 -1.39  -0.384
C: -2.89 1.97 -1.72  -0.181
P: -3.40 1.50 -0.05  0.509
O: -2.32 0.88 0.79  -0.407
O: -4.58 0.47 -0.13  -0.194
C: -5.82 0.71 -0.88  -0.419
C: -6.97 0.37 0.05  -0.027
C: -5.78 -0.17 -2.11  -0.027
O: -3.96 2.86 0.46  -0.160
C: -4.68 3.01 1.74  -0.400
C: -3.77 3.71 2.72  -0.036
C: -5.94 3.79 1.44  -0.027
O: -2.37 0.04 -3.42  -0.167
C: -1.82 -1.08 -4.23  -0.372
C: -0.33 -1.27 -4.06  -0.045
C: -2.62 -2.30 -3.83  -0.027
H: -0.86 3.02 -6.38  0.098
H: -1.05 1.36 -5.82  0.074
H: 0.50 2.19 -5.59  0.068
H: -2.14 2.88 -4.22  0.134
H: 0.62 4.17 -3.98  0.077
H: -0.73 4.48 -2.89  0.086
H: -0.84 4.95 -4.59  0.099
H: -3.77 1.96 -2.36  0.087
H: -2.53 3.00 -1.65  0.086
H: -5.85 1.76 -1.15  0.135
H: -6.92 -0.68 0.34  0.096
H: -7.91 0.54 -0.47  0.100
H: -6.95 0.99 0.94  0.072
H: -5.76 -1.22 -1.82  0.095
H: -4.91 0.03 -2.72  0.061
H: -6.68 0.00 -2.71  0.099
H: -4.92 2.00 2.09  0.136
H: -3.53 4.71 2.36  0.089
H: -2.83 3.16 2.84  0.052
H: -4.26 3.79 3.68  0.101
H: -5.68 4.77 1.04  0.099
H: -6.51 3.94 2.36  0.099
H: -6.57 3.28 0.72  0.069
H: -2.06 -0.78 -5.25  0.139
H: -0.09 -1.58 -3.05  0.076
H: 0.23 -0.37 -4.31  0.074
H: 0.00 -2.06 -4.74  0.105
H: -2.41 -2.57 -2.80  0.075
H: -2.34 -3.14 -4.47  0.097
H: -3.69 -2.12 -3.95  0.083
C: -2.27 -1.68 3.32  -0.269
As: -0.82 -0.40 3.25  1.123
C: -1.59 0.92 4.46  -0.272
C: 0.44 -1.43 4.32  -0.322
C: 1.80 -0.85 4.74  -0.654
C: 1.58 0.37 5.64  -0.063
C: 2.71 -0.49 3.56  -0.341
As: 2.30 0.97 2.34  1.113
C: 2.64 2.60 3.34  -0.270
C: 3.94 0.88 1.31  -0.254
C: 2.51 -1.93 5.58  -0.376
As: 3.24 -3.66 4.90  1.146
C: 4.88 -3.03 4.02  -0.344
C: 2.24 -4.08 3.26  -0.361
H: -2.52 -1.86 4.36  0.043
H: -1.97 -2.62 2.85  0.022
H: -3.13 -1.28 2.79  0.026
H: -1.68 0.50 5.46  0.043
H: -2.58 1.15 4.08  0.022
H: -1.00 1.83 4.48  0.016
H: 0.58 -2.34 3.74  0.042
H: -0.12 -1.71 5.22  0.092
H: 1.04 1.17 5.12  0.044
H: 2.53 0.78 5.98  0.095
H: 0.99 0.10 6.52  0.096
H: 2.82 -1.35 2.90  0.033
H: 3.70 -0.25 3.95  0.088
H: 3.46 2.43 4.04  0.040
H: 1.76 2.92 3.88  0.019
H: 2.93 3.37 2.63  0.027
H: 4.78 0.81 2.00  0.044
H: 4.03 1.77 0.71  0.031
H: 3.91 0.00 0.67  0.021
H: 1.84 -2.22 6.40  0.062
H: 3.38 -1.48 6.06  0.072
H: 5.48 -2.48 4.73  0.021
H: 4.70 -2.42 3.14  0.005
H: 5.44 -3.92 3.71  0.017
H: 1.23 -4.42 3.51  0.013
H: 2.77 -4.92 2.81  0.018
H: 2.19 -3.27 2.53  -0.014
C: 8.38 -3.08 -4.89  -0.071
C: 7.23 -2.91 -3.93  -0.734
O: 7.34 -2.66 -2.77  0.044
S: 5.64 -3.09 -4.75  1.022
C: 4.54 -2.69 -3.42  -0.522
C: 3.69 -1.59 -3.56  -0.074
C: 2.82 -1.27 -2.54  -0.033
C: 2.81 -2.02 -1.36  -0.237
C: 3.66 -3.12 -1.23  -0.016
C: 4.52 -3.45 -2.26  -0.076
C: 1.93 -1.62 -0.30  -0.119
C: 1.21 -1.20 0.60  -0.275
H: 9.28 -3.32 -4.33  0.089
H: 8.53 -2.14 -5.42  0.092
H: 8.17 -3.86 -5.62  0.074
H: 3.72 -0.98 -4.45  0.093
H: 2.15 -0.43 -2.64  0.083
H: 3.66 -3.70 -0.31  0.114
H: 5.18 -4.30 -2.17  0.116
N: 1.60 1.41 -0.64  0.034
C: 2.10 2.04 -1.48  -0.159
C: 2.67 2.79 -2.48  -0.251
C: 2.82 2.14 -3.73  -0.225
N: 2.88 1.61 -4.76  0.163
C: 2.88 4.18 -2.30  -0.236
N: 3.03 5.32 -2.17  0.154
O: -0.60 2.90 -0.20  -0.445
Cl: -0.29 3.64 1.04  0.712
O: -1.25 4.65 1.29  -0.236
O: 1.04 4.11 1.01  -0.254
O: -0.41 2.55 2.05  -0.518
N: -0.87 -3.03 0.39  -0.008
C: -1.66 -4.08 0.15  -0.083
C: -2.93 -3.58 -0.05  -0.060
C: -2.78 -2.19 0.09  -0.167
N: -1.53 -1.86 0.35  -0.028
H: 0.14 -2.99 0.51  0.093
H: -1.28 -5.09 0.14  0.122
H: -3.83 -4.14 -0.26  0.099
H: -3.54 -1.43 0.03  0.084



Entry 3:
Formula: C3H11NS
Source: the OMol25 dataset
Level of theory: ωB97M-V with the def2-TZVPD basis set

Results
**Largest force on an atom**: 1.223 eV/Å
**Multiplicity**: 1
**Orbital gap**: 0.3066 hartree
**ΔE to the lowest compared entry with this formula, charge and spin**: 91.8 kJ/mol
**SMILES**: CNC.CS
**HOMO**: -0.2791 hartree
**LUMO level**: 0.7 eV

Each line ends with the natural charge from an NBO analysis.
Atoms and positions in Å:
C: -2.02 -0.63 0.52  -0.420
N: -0.90 -0.40 -0.40  -0.588
C: 0.02 -1.53 -0.51  -0.417
H: -2.69 0.22 0.51  0.217
H: -2.56 -1.54 0.25  0.186
H: -1.63 -0.73 1.53  0.212
H: -1.26 -0.17 -1.31  0.379
H: 0.52 -1.67 0.45  0.209
H: 0.77 -1.30 -1.26  0.213
H: -0.51 -2.45 -0.77  0.187
C: 2.23 1.88 0.13  -0.719
S: 0.48 2.01 0.66  -0.325
H: 2.39 2.45 -0.78  0.203
H: 2.84 2.30 0.92  0.213
H: 2.53 0.84 -0.02  0.198
H: -0.19 0.73 0.09  0.253



Entry 4:
Formula: C3H4ClFO
Source: the OMol25 dataset
Level of theory: ωB97M-V with the def2-TZVPD basis set

Results
**Largest force on an atom**: 4.929 eV/Å
**Multiplicity**: 1
**Orbital gap**: 0.3933 hartree
**ΔE to the lowest compared entry with this formula, charge and spin**: 42.6 kJ/mol
**SMILES**: CC(=O)[C@@H](F)Cl
**HOMO**: -0.3797 hartree
**LUMO level**: 0.4 eV

Each line ends with the natural charge from an NBO analysis.
Atoms and positions in Å:
C: -0.68 -1.64 0.83  -0.731
C: -0.43 -0.90 -0.40  0.529
O: -0.96 -0.95 -1.48  -0.476
C: 0.70 0.08 -0.09  0.118
F: 1.14 0.58 -1.28  -0.315
Cl: 0.05 1.35 1.02  -0.055
H: -0.63 -2.75 0.76  0.257
H: -1.72 -1.45 1.18  0.258
H: -0.10 -1.21 1.52  0.216
H: 1.55 -0.43 0.57  0.198



Entry 5:
Formula: C5H11DyO3
Source: the OMol25 dataset
Level of theory: ωB97M-V with the def2-TZVPD basis set

Results
**Largest force on an atom**: 3.486 eV/Å
**Expectation value of S²**: 12.49
**Multiplicity**: 7
**Orbital gap (spin up / spin down)**: 0.3452 / 0.1496 hartree
**ΔE to the lowest compared entry with this formula, charge and spin**: 287.2 kJ/mol
**Total charge**: +1
**HOMO (spin up / spin down)**: -0.4705 / -0.3419 hartree
**LUMO level (spin up / spin down)**: -3.4 / -5.2 eV

Each line ends with the Mulliken spin population.
Atoms and positions in Å:
C: -0.52 1.62 -0.24  0.189
O: -1.01 0.40 0.36  0.074
C: -0.78 -0.82 -0.33  -0.060
C: 0.69 -1.14 -0.44  0.041
O: 1.24 -1.11 0.87  0.039
C: 2.05 -2.20 1.25  0.036
H: -0.08 2.48 0.29  0.001
H: 0.01 1.41 -1.19  -0.015
H: -1.23 -0.77 -1.33  -0.004
H: -1.28 -1.57 0.29  0.001
H: 1.26 -0.41 -1.04  -0.006
H: 0.81 -2.12 -0.94  0.001
H: 1.53 -2.75 2.05  -0.008
H: 2.23 -2.88 0.41  0.004
H: 3.01 -1.83 1.61  -0.016
Dy: 0.59 0.61 2.34  5.169
O: -2.73 3.05 0.08  0.602
C: -1.96 2.63 -0.89  -0.074
H: -1.39 3.41 -1.46  0.009
H: -2.43 1.98 -1.67  0.018



Entry 6:
Formula: H28O14
Source: the OMol25 dataset
Level of theory: ωB97M-V with the def2-TZVPD basis set

Results
**Largest force on an atom**: 13.907 eV/Å
**Multiplicity**: 1
**Orbital gap**: 0.2909 hartree
**ΔE to the lowest compared entry with this formula, charge and spin**: 1157.1 kJ/mol
**HOMO**: -0.3001 hartree
**LUMO level**: -0.3 eV

Each line ends with the natural charge from an NBO analysis.
Atoms and positions in Å:
H: 0.99 -0.45 0.05  0.453
H: 0.36 0.84 0.42  0.495
H: 0.33 4.74 -1.27  0.459
H: 1.10 5.80 -1.76  0.458
H: 3.29 0.25 2.21  0.446
H: 3.41 -0.78 3.18  0.470
H: -1.49 -4.29 1.49  0.455
H: -0.71 -3.58 2.41  0.454
H: -0.88 0.56 -0.63  0.492
H: -1.24 0.79 0.78  0.475
H: 2.48 -0.75 0.98  0.455
H: 3.44 -1.87 0.52  0.421
H: 6.05 -0.64 -1.22  0.463
H: 5.13 0.39 -1.67  0.458
H: -4.10 -0.74 1.08  0.463
H: -5.57 -1.29 0.85  0.484
H: -2.70 -1.34 -2.29  0.483
H: -1.72 -2.48 -2.27  0.468
H: -4.77 0.64 -0.15  0.454
H: -3.67 1.50 -0.51  0.467
H: 2.44 1.14 -0.40  0.459
H: 4.04 1.28 -0.49  0.492
H: 1.95 -1.50 -1.82  0.464
H: 0.58 -2.10 -1.57  0.454
H: -2.48 4.92 1.18  0.487
H: -2.38 3.44 1.93  0.473
H: -1.16 -1.78 -0.36  0.462
H: -2.53 -1.63 0.18  0.449
O: 0.12 -0.09 0.49  -0.967
O: 1.02 5.24 -0.94  -0.917
O: 2.70 -0.48 2.62  -0.875
O: -0.83 -3.67 1.45  -0.908
O: -1.14 1.27 -0.07  -0.950
O: 3.09 -1.46 1.30  -0.921
O: 5.15 -0.41 -1.15  -0.917
O: -4.69 -1.25 0.48  -0.938
O: -1.87 -1.68 -2.61  -0.948
O: -4.39 0.96 -0.91  -0.931
O: 3.21 0.76 -0.80  -0.950
O: 1.32 -2.20 -2.20  -0.915
O: -1.92 4.21 1.65  -0.959
O: -1.99 -2.25 -0.15  -0.916



Entry 7:
Formula: C20H42BNO16S
Source: the OMol25 dataset
Level of theory: ωB97M-V with the def2-TZVPD basis set

Results
**Largest force on an atom**: 0.865 eV/Å
**Multiplicity**: 1
**Orbital gap**: 0.3726 hartree
**SMILES**: NB(O)[C@H]1CCOS(=O)(=O)C1.CCOC(=O)OC.CCOC(=O)OC.CCOC(=O)OC.CCOC(=O)OC
**HOMO**: -0.3739 hartree
**LUMO level**: 0.0 eV

Each line ends with the Löwdin charge.
Atoms and positions in Å:
N: 1.91 -1.14 -3.67  0.179
B: 1.92 -0.53 -5.00  -0.580
O: 3.12 -0.04 -5.43  0.165
C: 0.62 -0.36 -5.92  -0.209
C: 0.01 -1.68 -6.42  -0.150
C: -0.60 -2.53 -5.32  -0.170
O: -1.39 -1.78 -4.36  -0.223
S: -1.92 -0.35 -4.79  0.607
O: -2.50 0.20 -3.61  -0.259
O: -2.69 -0.47 -5.98  -0.251
C: -0.42 0.51 -5.17  -0.171
H: 1.07 -0.95 -3.14  0.079
H: 2.08 -2.14 -3.67  0.087
H: 3.22 0.01 -6.38  0.104
H: 0.91 0.21 -6.81  0.131
H: 0.80 -2.28 -6.90  0.130
H: -0.73 -1.48 -7.19  0.115
H: 0.15 -3.05 -4.73  0.115
H: -1.26 -3.29 -5.75  0.130
H: -0.74 1.38 -5.75  0.118
H: -0.04 0.87 -4.21  0.107
C: -5.05 0.27 -1.18  -0.061
C: -4.41 -1.10 -1.24  -0.209
O: -4.57 -1.82 0.00  0.037
C: -5.76 -2.38 0.19  -0.616
O: -6.69 -2.37 -0.58  0.122
O: -5.76 -2.97 1.39  -0.004
C: -7.00 -3.58 1.75  -0.038
H: -4.66 0.83 -0.33  0.082
H: -4.82 0.82 -2.10  0.072
H: -6.13 0.20 -1.08  0.076
H: -3.34 -1.02 -1.38  0.109
H: -4.82 -1.69 -2.06  0.125
H: -7.34 -4.27 0.98  0.095
H: -7.76 -2.83 1.92  0.099
H: -6.81 -4.13 2.67  0.087
C: 3.88 1.76 3.04  -0.061
C: 3.05 2.26 1.88  -0.205
O: 3.76 2.14 0.63  0.010
C: 3.78 0.92 0.09  -0.610
O: 3.26 -0.06 0.54  0.127
O: 4.50 0.99 -1.03  0.001
C: 4.66 -0.27 -1.71  -0.030
H: 4.84 2.28 3.07  0.079
H: 3.35 1.95 3.98  0.081
H: 4.06 0.69 2.96  0.077
H: 2.84 3.32 1.97  0.121
H: 2.10 1.73 1.80  0.123
H: 3.69 -0.74 -1.88  0.065
H: 5.31 -0.92 -1.13  0.099
H: 5.12 -0.03 -2.66  0.095
C: -5.48 -1.38 5.75  -0.062
C: -4.75 -2.70 5.69  -0.205
O: -4.87 -3.43 6.93  0.039
C: -6.02 -4.08 7.09  -0.614
O: -6.92 -4.14 6.30  0.116
O: -6.00 -4.67 8.28  0.005
C: -7.19 -5.39 8.61  -0.039
H: -5.14 -0.79 6.60  0.081
H: -5.30 -0.82 4.84  0.081
H: -6.56 -1.54 5.85  0.075
H: -3.68 -2.54 5.56  0.124
H: -5.10 -3.32 4.87  0.115
H: -7.45 -6.10 7.83  0.095
H: -8.02 -4.70 8.76  0.098
H: -6.97 -5.92 9.54  0.093
C: 5.20 5.59 -0.66  -0.055
C: 5.97 4.39 -0.15  -0.204
O: 7.32 4.38 -0.64  0.044
C: 8.16 5.19 0.00  -0.615
O: 7.90 5.89 0.94  0.119
O: 9.36 5.10 -0.59  0.002
C: 10.36 5.94 -0.02  -0.042
H: 5.25 5.64 -1.75  0.082
H: 4.16 5.52 -0.36  0.078
H: 5.62 6.52 -0.26  0.076
H: 5.53 3.47 -0.53  0.103
H: 5.97 4.35 0.93  0.122
H: 10.43 5.80 1.06  0.094
H: 10.14 6.99 -0.23  0.097
H: 11.29 5.66 -0.50  0.092



- The highest largest force on an atom belongs to which entry?
  H28O14



- Among the records above, which one has the highest multiplicity?
  C5H11DyO3